P | 85
Properties=species:S:1:pos:R:3 method="wB97M-V/def2-TZVPD" smiles=COC[C@H](C)N.COC[C@H](C)N.COC[C@H](C)N.COC[C@H](C)N.COC[C@H](C)N charge=0 gap_ev=9.51
C 21.165 8.160 -8.144
O 20.341 7.154 -8.654
C 19.831 6.336 -7.576
C 18.700 5.243 -7.890
C 17.520 5.811 -8.502
N 18.312 4.275 -6.863
H 21.959 7.928 -7.435
H 20.507 8.953 -7.789
H 21.744 8.739 -8.864
H 20.621 5.839 -7.013
H 19.444 7.009 -6.811
H 19.090 4.619 -8.694
H 16.786 5.024 -8.675
H 17.602 6.259 -9.493
H 17.062 6.556 -7.852
H 17.663 3.640 -7.307
H 17.746 4.686 -6.134
C 13.329 2.442 -13.965
O 13.446 3.511 -14.865
C 12.975 4.798 -14.289
C 13.525 6.065 -15.045
C 13.201 6.082 -16.519
N 14.952 6.092 -14.879
H 12.290 2.310 -13.662
H 13.905 2.690 -13.074
H 13.669 1.475 -14.335
H 11.898 4.683 -14.164
H 13.182 4.847 -13.220
H 13.086 6.934 -14.555
H 13.488 6.969 -17.083
H 12.144 5.881 -16.691
H 13.761 5.201 -16.833
H 15.311 6.783 -15.523
H 15.260 5.182 -15.192
C 24.828 7.185 -15.687
O 23.610 6.446 -15.896
C 22.475 7.105 -15.545
C 22.100 7.031 -14.077
C 22.032 5.583 -13.465
N 20.796 7.699 -13.816
H 25.655 6.552 -16.009
H 24.917 7.338 -14.611
H 24.795 8.168 -16.158
H 22.495 8.178 -15.732
H 21.727 6.634 -16.184
H 22.822 7.611 -13.503
H 22.858 4.913 -13.700
H 21.043 5.151 -13.618
H 22.190 5.739 -12.398
H 20.037 7.346 -14.381
H 20.594 7.461 -12.856
C 20.685 16.928 -20.191
O 21.847 16.102 -20.273
C 22.364 15.456 -19.093
C 23.484 14.442 -19.588
C 23.848 13.477 -18.530
N 24.700 15.085 -20.042
H 20.444 17.386 -21.151
H 20.713 17.747 -19.471
H 19.917 16.212 -19.901
H 23.015 16.159 -18.573
H 21.597 15.058 -18.428
H 23.147 13.963 -20.508
H 24.459 13.921 -17.743
H 24.461 12.689 -18.967
H 23.064 13.030 -17.919
H 25.092 15.605 -19.270
H 24.503 15.593 -20.893
C 24.441 -0.905 -21.178
O 24.178 0.191 -20.321
C 23.564 1.338 -20.937
C 23.287 2.308 -19.761
C 22.125 1.913 -18.802
N 23.155 3.727 -20.041
H 25.182 -0.580 -21.909
H 23.555 -1.330 -21.649
H 24.680 -1.729 -20.506
H 24.328 1.744 -21.601
H 22.641 1.079 -21.455
H 24.201 2.355 -19.169
H 22.364 0.959 -18.332
H 21.103 1.883 -19.179
H 22.160 2.595 -17.952
H 24.034 3.916 -20.502
H 23.048 4.264 -19.193



Q | 85
Properties=species:S:1:pos:R:3 method="wB97M-V/def2-TZVPD" smiles=COC[C@H](C)N.COC[C@H](C)N.COC[C@H](C)N.COC[C@H](C)N.COC[C@H](C)N charge=0 gap_ev=9.18
C 8.204 -2.892 2.957
O 9.113 -1.806 3.239
C 8.974 -0.671 2.316
C 9.467 0.642 3.034
C 9.427 1.831 2.014
N 10.806 0.440 3.428
H 8.125 -3.193 1.912
H 7.197 -2.552 3.200
H 8.573 -3.812 3.409
H 9.466 -0.771 1.348
H 7.909 -0.517 2.141
H 8.733 0.815 3.822
H 8.395 2.137 1.844
H 9.984 1.578 1.112
H 9.952 2.679 2.452
H 11.129 -0.513 3.513
H 11.143 0.977 4.214
C -4.221 1.845 6.648
O -4.062 2.504 5.437
C -5.138 3.404 5.181
C -4.940 4.187 3.802
C -3.799 5.245 3.974
N -6.121 4.964 3.563
H -5.160 1.305 6.768
H -4.194 2.545 7.484
H -3.451 1.078 6.732
H -6.130 2.953 5.144
H -5.089 4.092 6.025
H -4.852 3.588 2.895
H -2.854 4.779 4.253
H -3.963 6.031 4.711
H -3.743 5.836 3.059
H -6.123 5.733 4.218
H -6.055 5.438 2.674
C -6.631 -4.062 3.055
O -6.662 -5.109 2.051
C -7.898 -5.163 1.261
C -7.972 -6.461 0.419
C -6.730 -6.379 -0.527
N -9.246 -6.554 -0.274
H -6.273 -3.076 2.756
H -5.922 -4.247 3.863
H -7.589 -4.049 3.574
H -8.722 -5.112 1.971
H -8.028 -4.239 0.698
H -7.867 -7.277 1.134
H -6.739 -7.274 -1.148
H -5.856 -6.608 0.083
H -6.692 -5.559 -1.244
H -9.134 -7.136 -1.092
H -9.529 -5.709 -0.748
C 4.456 3.614 -11.942
O 3.790 3.111 -10.717
C 2.387 2.914 -10.683
C 1.970 2.919 -9.207
C 2.497 1.688 -8.439
N 0.538 2.902 -8.925
H 3.867 4.462 -12.291
H 4.536 2.804 -12.667
H 5.420 4.115 -11.862
H 1.879 3.674 -11.277
H 1.855 2.084 -11.147
H 2.417 3.745 -8.653
H 1.767 0.946 -8.116
H 3.222 1.896 -7.652
H 3.115 1.030 -9.050
H 0.424 2.392 -8.060
H 0.144 2.408 -9.713
C -1.213 -0.635 -0.553
O -0.203 -1.353 0.190
C -0.218 -1.057 1.603
C 1.205 -1.209 2.197
C 1.459 -0.816 3.623
N 1.984 -0.345 1.360
H -0.975 -0.649 -1.616
H -1.198 0.442 -0.389
H -2.266 -0.862 -0.388
H -0.549 -0.048 1.850
H -0.981 -1.622 2.140
H 1.494 -2.251 2.056
H 2.442 -1.151 3.954
H 0.777 -1.416 4.225
H 1.396 0.261 3.779
H 1.804 0.630 1.553
H 1.551 -0.507 0.461



R | 85
Properties=species:S:1:pos:R:3 method="wB97M-V/def2-TZVPD" smiles=COC[C@H](C)N.COC[C@H](C)N.COC[C@H](C)N.COC[C@H](C)N.COC[C@H](C)N charge=0 gap_ev=9.64
C 0.774 2.111 4.334
O 1.150 1.354 3.206
C 0.073 0.717 2.534
C 0.643 -0.130 1.424
C 1.501 0.614 0.427
N -0.449 -0.829 0.733
H 1.410 2.995 4.366
H 0.967 1.561 5.262
H -0.288 2.364 4.324
H -0.505 0.110 3.244
H -0.600 1.514 2.185
H 1.293 -0.920 1.828
H 1.686 0.032 -0.481
H 2.492 0.820 0.830
H 1.010 1.533 0.093
H -0.040 -1.497 0.090
H -1.037 -1.409 1.325
C 0.447 -2.745 -1.928
O 0.472 -3.552 -0.778
C -0.732 -4.239 -0.545
C -0.419 -5.553 0.150
C 0.521 -6.395 -0.707
N -1.671 -6.308 0.466
H -0.482 -2.147 -1.914
H 0.241 -3.364 -2.815
H 1.245 -2.040 -2.131
H -1.394 -3.640 0.090
H -1.238 -4.448 -1.496
H 0.023 -5.439 1.145
H 0.160 -6.573 -1.724
H 0.777 -7.386 -0.324
H 1.477 -5.862 -0.772
H -2.101 -6.472 -0.452
H -1.387 -7.259 0.688
C -1.645 -3.704 3.406
O -2.256 -2.595 2.755
C -3.004 -1.771 3.631
C -3.511 -0.505 2.966
C -4.204 0.310 4.076
N -4.454 -0.744 1.893
H -0.671 -3.352 3.765
H -1.630 -4.526 2.694
H -2.198 -4.023 4.297
H -3.892 -2.324 3.972
H -2.386 -1.583 4.518
H -2.706 0.167 2.643
H -5.025 -0.170 4.606
H -4.403 1.342 3.789
H -3.459 0.420 4.880
H -4.120 -1.413 1.206
H -4.627 0.105 1.371
C -0.898 1.961 -6.957
O -0.972 1.530 -5.603
C -0.754 2.588 -4.695
C -0.768 2.103 -3.271
C -1.062 3.185 -2.235
N 0.518 1.450 -2.948
H -1.504 2.862 -7.077
H -1.319 1.124 -7.505
H 0.127 2.178 -7.263
H 0.255 2.977 -4.896
H -1.423 3.443 -4.853
H -1.486 1.300 -3.056
H -1.136 2.841 -1.204
H -2.055 3.590 -2.455
H -0.376 4.033 -2.297
H 0.784 0.684 -3.549
H 0.461 1.138 -1.986
C 3.266 3.519 1.884
O 4.372 3.402 1.038
C 4.237 4.100 -0.189
C 3.281 3.371 -1.134
C 3.996 2.141 -1.712
N 2.968 4.258 -2.254
H 3.155 4.550 2.249
H 3.463 2.938 2.788
H 2.289 3.157 1.554
H 4.058 5.166 0.007
H 5.226 4.075 -0.650
H 2.380 3.016 -0.622
H 4.998 2.215 -2.123
H 3.348 1.668 -2.457
H 3.968 1.421 -0.884
H 2.307 3.780 -2.863
H 2.469 5.083 -1.922



We find R to be the most stable, with the next structure 254.0 kJ/mol higher.



P | 13
Properties=species:S:1:pos:R:3 method="wB97M-V/def2-TZVPD" charge=0 gap_ev=8.54
C 0.320 -0.463 -1.592
C 0.641 1.029 1.080
C 0.067 -0.889 -0.211
S -0.852 1.556 1.903
S -1.619 -1.134 0.162
H 1.308 -0.071 -1.802
H 0.255 -1.172 -2.372
H -0.416 0.255 -2.001
H 1.357 0.770 1.918
H 1.070 1.762 0.403
H 0.762 -1.679 0.172
H -1.789 1.362 0.860
H -1.104 -1.326 1.479



Q | 13
Properties=species:S:1:pos:R:3 method="wB97M-V/def2-TZVPD" smiles="C=CC.SS" charge=0 gap_ev=8.66
C -2.113 -0.564 -1.816
C -1.339 -0.055 -0.816
C 0.037 0.476 -1.081
H -3.248 -0.234 -1.950
H -1.674 -0.899 -2.729
H -1.743 0.343 0.233
H 0.797 0.178 -0.136
H 0.587 0.133 -2.024
H -0.004 1.496 -0.895
S 2.324 -1.418 2.366
S 2.937 0.011 3.801
H 1.174 -0.531 1.862
H 2.265 1.065 3.184



R | 13
Properties=species:S:1:pos:R:3 method="wB97M-V/def2-TZVPD" charge=0 gap_ev=4.52
C -1.271 0.966 -0.489
C -1.380 -0.231 0.472
S -1.333 -1.760 -0.417
S 1.556 1.080 0.416
C 2.166 -0.575 0.083
H -2.192 1.005 -1.151
H -1.114 1.940 -0.014
H -0.443 0.785 -1.117
H -2.389 -0.179 1.038
H -0.520 -0.260 1.172
H 1.354 -1.324 0.079
H 2.875 -0.825 0.832
H 2.690 -0.622 -0.902



We find Q to be the most stable, with the next structure 19.2 kJ/mol higher.